Entry 1:
{
  "formula": "C4H8N2O",
  "method": "the ωB97M-V functional and the def2-TZVPD basis",
  "e_above_lowest_kcal_mol": 96.5,
  "fmax_ev_per_a": 0.6,
  "orbital_gap_ha": 0.341,
  "symbols": ["O", "N", "N", "C", "C", "C", "C", "H", "H", "H", "H", "H", "H", "H", "H"],
  "xyz": [[0.291, 2.842, 1.114], [-0.617, -1.274, 0.238], [-0.447, 1.968, 0.738], [0.847, -0.472, -1.645], [-0.551, -0.423, 1.438], [-0.222, -0.140, -0.624], [0.203, 0.655, 0.632], [1.712, -0.927, -1.153], [1.175, 0.424, -2.186], [1.281, 0.733, 0.807], [-1.536, -1.657, 0.040], [-0.002, -0.859, 2.279], [-1.517, -0.045, 1.798], [-1.073, 0.366, -1.104], [0.456, -1.192, -2.372]],
  "lowdin_charge": [0.0075, -0.0085, -0.0122, -0.0595, -0.1490, -0.3617, -0.2617, 0.0791, 0.0801, 0.1446, 0.1031, 0.1079, 0.1133, 0.1401, 0.0769]
}

---

Entry 2:
{
  "formula": "C3H8O2",
  "method": "the ωB97M-V functional and the def2-TZVPD basis",
  "e_above_lowest_kcal_mol": 99.6,
  "fmax_ev_per_a": 2.9,
  "orbital_gap_ha": 0.377,
  "symbols": ["O", "O", "C", "C", "C", "H", "H", "H", "H", "H", "H", "H", "H"],
  "xyz": [[-1.472, -0.265, 0.815], [-2.062, -1.298, -0.027], [1.405, -0.276, -0.656], [-0.738, 0.909, 0.033], [0.653, 0.526, 0.394], [1.239, 1.371, 0.764], [2.219, -0.842, -0.193], [1.838, 0.387, -1.411], [0.748, -0.993, -1.154], [0.355, -0.215, 1.251], [-1.076, 1.810, 0.546], [-2.105, -1.982, 0.664], [-1.004, 0.868, -1.025]],
  "lowdin_charge": [-0.2355, -0.0612, -0.1114, -0.1071, -0.2750, 0.1056, 0.0702, 0.0714, 0.0733, 0.1436, 0.1110, 0.0954, 0.1198]
}

---

Entry 3:
{
  "formula": "C5H10O2",
  "method": "the ωB97M-V functional and the def2-TZVPD basis",
  "e_above_lowest_kcal_mol": 49.8,
  "fmax_ev_per_a": 2.6,
  "orbital_gap_ha": 0.393,
  "symbols": ["O", "O", "C", "C", "C", "C", "C", "H", "H", "H", "H", "H", "H", "H", "H", "H", "H"],
  "xyz": [[0.355, -1.465, -0.646], [2.466, 0.878, 1.882], [1.281, 0.757, -0.061], [0.143, -0.262, 0.065], [-1.158, 0.335, -0.477], [2.535, 0.531, 0.718], [-2.369, -0.559, -0.223], [-1.035, 0.497, -1.556], [3.493, 0.198, 0.284], [0.029, -0.453, 1.144], [1.426, 1.006, -1.132], [-1.311, 1.323, -0.024], [1.134, -1.899, -0.281], [-3.277, -0.122, -0.650], [-2.539, -0.697, 0.851], [1.047, 1.477, 0.777], [-2.220, -1.545, -0.671]],
  "lowdin_charge": [-0.0238, 0.0292, -0.1147, -0.4207, -0.2156, -0.2597, -0.1014, 0.1193, 0.1243, 0.1509, 0.1399, 0.1164, 0.0968, 0.0713, 0.0762, 0.1400, 0.0716]
}

---

Entry 4:
{
  "formula": "C28H23BBrF4KN3O9P3S",
  "method": "the ωB97M-V functional and the def2-TZVPD basis",
  "e_above_lowest_kcal_mol": 0.0,
  "fmax_ev_per_a": 0.9,
  "orbital_gap_ha": 0.217,
  "total_charge": -2,
  "symbols": ["Br", "K", "S", "P", "P", "P", "F", "F", "F", "F", "O", "O", "O", "O", "O", "O", "O", "O", "O", "N", "N", "N", "C", "C", "C", "C", "C", "C", "C", "C", "C", "C", "C", "C", "C", "C", "C", "C", "C", "C", "C", "C", "C", "C", "C", "C", "C", "C", "C", "C", "B", "H", "H", "H", "H", "H", "H", "H", "H", "H", "H", "H", "H", "H", "H", "H", "H", "H", "H", "H", "H", "H", "H", "H"],
  "xyz": [[0.711, 2.095, -0.260], [-0.242, -1.112, -1.028], [-4.098, 0.399, -1.368], [2.585, -1.344, 0.913], [-0.644, -4.477, -0.495], [-3.133, -3.076, -1.180], [7.078, -0.664, 3.509], [7.473, 1.729, 2.312], [4.877, -2.097, 3.011], [5.643, 2.737, 0.606], [0.431, -3.532, -0.964], [-4.439, -3.697, -0.876], [-0.660, 3.836, -2.083], [-3.213, -2.447, -2.704], [-1.565, 3.875, 0.086], [-2.568, -1.949, -0.353], [-0.258, -5.938, -1.096], [-1.988, -4.190, -1.407], [-1.018, -4.569, 0.931], [-2.088, 1.933, -1.331], [-2.347, 0.586, 0.629], [-2.717, 2.200, -2.522], [-1.905, 4.997, -0.591], [2.475, -5.398, 1.789], [4.274, -4.974, 0.262], [-2.870, 7.120, -1.043], [-2.338, 7.094, -2.320], [0.888, 0.166, 4.376], [-0.398, -0.353, 4.336], [1.807, -0.150, 3.384], [-4.305, 2.729, -4.783], [3.517, -5.870, 1.008], [2.943, -3.135, 1.098], [6.164, -0.202, 2.623], [3.976, -3.623, 0.297], [-2.658, 6.061, -0.150], [1.457, -0.988, 2.328], [-3.764, 1.475, -2.680], [6.350, 1.028, 2.014], [0.150, -1.486, 2.286], [-1.571, 6.009, -2.764], [-1.365, 4.971, -1.885], [-2.694, 1.015, -0.594], [-4.593, 1.502, -3.927], [4.266, 0.786, 0.774], [5.033, -0.939, 2.323], [-0.763, -1.187, 3.287], [4.110, -0.468, 1.394], [5.387, 1.486, 1.132], [2.196, -4.038, 1.843], [-0.903, 3.012, -0.908], [-0.181, -2.152, 1.493], [-4.507, 3.647, -4.230], [-5.649, 1.462, -3.648], [-4.386, 0.585, -4.485], [-3.066, 6.071, 0.852], [-3.827, -3.002, -3.197], [-1.757, -1.615, 3.236], [2.804, 0.271, 3.418], [1.853, -6.089, 2.344], [-3.461, 7.971, -0.726], [-2.530, -0.412, 0.769], [1.364, -3.697, 2.442], [1.183, 0.825, 5.185], [-2.518, 7.926, -2.990], [4.551, -2.930, -0.309], [-3.258, 2.756, -5.078], [-1.472, 0.937, 1.008], [0.549, -5.809, -1.604], [3.727, -6.933, 0.963], [5.086, -5.332, -0.360], [-1.149, 5.978, -3.759], [-1.112, -0.108, 5.114], [-4.924, 2.714, -5.680]],
  "lowdin_charge": [0.7986, 0.6575, 1.2080, 1.0852, 0.1601, 0.1517, 0.0620, 0.0592, 0.0590, -0.0109, -0.4418, -0.3181, 0.0718, -0.1969, 0.0761, -0.4637, -0.1538, -0.2874, -0.3024, 0.0253, 0.1352, 0.1168, -0.2236, -0.0859, -0.1069, -0.1263, -0.1262, -0.0936, -0.1068, -0.0726, -0.1068, -0.1136, -0.3702, -0.1657, -0.1152, -0.0118, -0.3484, -0.5621, -0.1699, -0.1387, -0.0099, -0.2288, -0.6166, -0.2366, -0.0489, -0.2428, -0.0891, -0.4217, -0.3019, -0.0864, -1.1733, 0.0656, 0.0760, 0.1058, 0.1154, 0.1100, 0.0527, 0.1095, 0.0998, 0.1019, 0.0859, 0.0688, 0.0932, 0.0938, 0.0858, 0.1039, 0.0743, 0.0715, 0.0524, 0.0866, 0.0891, 0.1106, 0.0900, 0.0664]
}

---

Entry 5:
{
  "formula": "C2H3N2O2",
  "method": "the ωB97M-V functional and the def2-TZVPD basis",
  "e_above_lowest_kcal_mol": 121.9,
  "fmax_ev_per_a": 4.6,
  "orbital_gap_ha": 0.348,
  "total_charge": 1,
  "symbols": ["O", "O", "N", "N", "C", "C", "H", "H", "H"],
  "xyz": [[1.116, 1.180, -1.837], [-0.633, -0.223, -1.186], [0.444, 0.553, -1.030], [0.846, 0.432, 0.223], [-0.988, -0.710, -0.007], [-0.145, -0.309, 0.945], [-1.962, -1.330, 0.115], [-0.210, -0.534, 2.012], [1.533, 0.942, 0.766]],
  "lowdin_charge": [0.2003, 0.1950, -0.1894, 0.2121, -0.0456, 0.0461, 0.2066, 0.1588, 0.2162]
}

---

Entry 6:
{
  "formula": "C57H67F2N2OP3Rh",
  "method": "the ωB97M-V functional and the def2-TZVPD basis",
  "s2": 6.023,
  "e_above_lowest_kcal_mol": 19.9,
  "multiplicity": 5,
  "fmax_ev_per_a": 0.5,
  "orbital_gap_ha": [0.269, 0.274],
  "total_charge": 1,
  "symbols": ["Rh", "P", "P", "P", "F", "F", "O", "N", "N", "C", "C", "C", "C", "C", "C", "C", "C", "C", "C", "C", "C", "C", "C", "C", "C", "C", "C", "C", "C", "C", "C", "C", "C", "C", "C", "C", "C", "C", "C", "C", "C", "C", "C", "C", "C", "C", "C", "C", "C", "C", "C", "C", "C", "C", "C", "C", "C", "C", "C", "C", "C", "C", "C", "C", "C", "C", "H", "H", "H", "H", "H", "H", "H", "H", "H", "H", "H", "H", "H", "H", "H", "H", "H", "H", "H", "H", "H", "H", "H", "H", "H", "H", "H", "H", "H", "H", "H", "H", "H", "H", "H", "H", "H", "H", "H", "H", "H", "H", "H", "H", "H", "H", "H", "H", "H", "H", "H", "H", "H", "H", "H", "H", "H", "H", "H", "H", "H", "H", "H", "H", "H", "H", "H"],
  "xyz": [[-0.074, -0.179, 0.002], [-0.323, 0.656, -2.607], [-0.407, -1.918, -1.722], [-1.708, 0.721, 3.113], [1.982, 1.804, -1.014], [1.710, 1.959, 1.127], [-0.604, 0.221, 2.197], [1.683, -1.084, 0.703], [0.084, -0.972, -3.090], [-1.623, -0.050, 4.761], [-4.130, 1.532, -1.538], [0.099, -0.561, 6.577], [-1.621, 2.544, 3.306], [3.098, -0.269, 3.865], [-0.221, 4.610, 3.351], [1.973, -5.778, -2.495], [0.557, -3.439, -1.995], [2.129, -1.339, 1.850], [3.102, -0.429, 2.484], [3.971, 0.319, 1.697], [-2.546, -2.567, -3.446], [-0.198, 3.090, 3.475], [-4.031, -3.678, -1.380], [0.240, 1.030, -5.362], [0.384, -2.995, 2.525], [-5.504, -1.722, 2.728], [0.968, -4.975, 3.750], [-1.605, -1.580, 4.736], [-4.581, 0.563, 3.251], [1.709, -2.575, 2.566], [0.436, 1.832, -6.474], [4.832, 1.222, 2.292], [1.030, 1.777, -0.040], [3.951, 0.648, 4.454], [-2.065, -2.520, -2.143], [-4.808, -1.426, 1.397], [2.291, -4.557, 3.796], [0.470, 3.212, -6.343], [1.559, -1.027, -3.231], [-2.769, 1.272, -1.537], [0.076, 1.612, -4.108], [-2.814, -3.075, -1.112], [-2.886, 0.601, -3.837], [0.015, -4.193, 3.114], [-1.800, -2.131, 6.153], [-5.042, -0.768, 3.835], [-1.203, 5.263, 4.344], [-3.370, -0.969, 1.618], [-4.247, 0.835, -3.833], [-1.100, -1.257, 7.202], [1.369, -3.987, -1.019], [2.663, -3.359, 3.210], [-2.137, 0.795, -2.678], [-3.344, 0.394, 2.341], [-1.894, 4.222, 5.215], [4.818, 1.393, 3.669], [-4.872, 1.300, -2.683], [-0.358, 0.436, 5.506], [1.166, -5.230, -3.484], [0.458, -4.072, -3.236], [2.071, -5.158, -1.263], [-2.578, 3.153, 4.367], [-4.510, -3.718, -2.680], [0.317, 3.794, -5.094], [0.127, 2.996, -3.978], [-3.767, -3.162, -3.710], [0.209, -0.046, -5.468], [-4.606, 1.926, -0.653], [1.463, -3.499, -0.066], [-5.848, -0.601, 4.549], [-4.140, -3.195, -4.723], [0.453, 2.664, 2.724], [-4.400, 1.284, 4.040], [2.695, -5.577, -0.489], [2.523, -6.685, -2.691], [-0.354, -2.368, 2.033], [-0.567, 1.397, 5.976], [-1.409, -3.149, 6.192], [-6.582, -1.635, 2.594], [1.895, -0.162, -3.797], [3.694, -3.039, 3.235], [-1.965, -2.131, -4.246], [-0.495, 4.871, 2.327], [1.089, -5.711, -4.447], [1.835, -1.929, -3.776], [-1.790, -0.498, 7.581], [-5.459, -4.184, -2.891], [-2.437, -3.049, -0.097], [-3.428, 3.611, 3.856], [-2.178, 1.471, -0.643], [0.212, 2.809, 4.441], [3.035, -5.167, 4.284], [-1.951, 2.868, 2.307], [-0.176, -3.657, -4.006], [-2.868, -2.194, 6.377], [5.509, 1.797, 1.681], [-2.366, -2.000, 4.081], [2.422, -0.850, 4.477], [-2.836, -0.896, 0.659], [-4.828, -2.303, 0.753], [3.971, 0.184, 0.625], [-2.397, 0.280, -4.747], [0.358, 2.641, -0.188], [-5.349, -0.648, 0.862], [-5.932, 1.496, -2.689], [0.684, -0.036, 7.332], [-0.638, -1.894, 4.335], [0.758, -1.311, 6.136], [-4.606, -4.115, -0.577], [-2.845, -1.730, 2.201], [0.786, 4.995, 3.504], [-0.802, -1.859, 8.060], [-0.682, 5.981, 4.977], [-5.313, -2.754, 3.029], [-2.519, 0.280, 5.294], [-1.965, 5.828, 3.802], [0.357, 4.868, -4.988], [-2.990, 2.392, 5.028], [-4.825, 0.672, -4.731], [0.681, -5.908, 4.213], [0.019, 3.452, -3.001], [0.563, 1.378, -7.446], [2.070, -1.020, -2.261], [-5.393, 0.980, 2.651], [-1.169, 3.759, 5.888], [-3.382, 1.178, 1.573], [5.480, 2.109, 4.130], [-2.641, 4.700, 5.851], [3.947, 0.770, 5.527], [-1.016, -4.514, 3.080], [0.453, 0.590, 4.789], [0.620, 3.834, -7.215], [-4.225, -1.212, 4.400]],
  "mulliken_spin": [1.9267, 0.0404, 0.2336, 0.0566, 0.0167, 0.0407, -0.1910, 0.9461, 0.0232, 0.0069, 0.0211, -0.0007, -0.0135, 0.0038, -0.0010, 0.0001, 0.0101, -0.0396, 0.0259, 0.0089, 0.0047, 0.0063, 0.0049, 0.0169, -0.0967, 0.0007, 0.0033, 0.0014, 0.0012, 0.0655, -0.0009, -0.0009, 0.5543, 0.0053, -0.0235, 0.0046, 0.0019, 0.0053, 0.0017, 0.0899, 0.0411, 0.0063, -0.0175, 0.0056, 0.0003, 0.0006, -0.0001, 0.0253, 0.0014, 0.0000, -0.0389, 0.0057, -0.0206, 0.0105, -0.0001, -0.0015, 0.0023, 0.0045, 0.0008, -0.0008, 0.0060, -0.0011, 0.0039, 0.0081, 0.0334, -0.0008, 0.0010, 0.0019, 0.0359, 0.0001, 0.0000, 0.0030, -0.0002, 0.0003, 0.0001, 0.1253, 0.0004, 0.0001, 0.0000, -0.0069, 0.0002, 0.0002, 0.0006, -0.0001, 0.0013, 0.0003, 0.0001, 0.0233, -0.0001, -0.0486, -0.0004, 0.0002, -0.0040, -0.0001, 0.0002, 0.0003, -0.0023, 0.0008, 0.0232, -0.0008, 0.0001, 0.0009, 0.0035, 0.0000, 0.0006, 0.0000, -0.0062, -0.0002, 0.0005, 0.0068, 0.0002, 0.0001, 0.0000, 0.0000, -0.0028, -0.0001, 0.0004, -0.0001, 0.0002, 0.0002, 0.0089, 0.0002, -0.0043, -0.0003, 0.0001, 0.0037, -0.0001, 0.0001, 0.0005, 0.0003, -0.0041, 0.0005, -0.0004]
}

---

| no. | calculated total energy (hartree) |
| --- | --- |
| 1 | -341.8499 |
| 2 | -269.4362 |
| 3 | -346.9461 |
| 4 | -6943.2989 |
| 5 | -337.5439 |
| 6 | -3731.0991 |